Below is 3 unconnected molecules or ions with the total composition C16H14ClF6IN2O5, with properties calculated with ωB97M-V/def2-TZVPD.

The highest occupied orbital energy is -8.87 eV. As for the SMILES: Oc1cnc2cc(I)c(Cl)cc2n1.CCOC(=O)C(F)(F)F.CCOC(=O)C(F)(F)F. The total charge is 0.

Geometry (Å):
O  -3.30787  0.58959  -3.84932
C  -2.96630  1.82019  -3.34749
C  -3.02801  2.92033  -4.24001
N  -2.68896  4.11990  -3.88927
C  -2.27438  4.26120  -2.59550
C  -1.90028  5.53804  -2.13254
C  -1.49046  5.71952  -0.83376
I  -0.95934  7.64135  -0.19088
C  -1.42526  4.61084  0.04318
Cl  -0.89176  4.79028  1.67105
C  -1.78483  3.36341  -0.40492
C  -2.22653  3.16288  -1.72707
N  -2.57690  1.90082  -2.12097
H  -4.23026  0.42169  -3.63513
H  -3.35526  2.74749  -5.25316
H  -1.93598  6.37249  -2.81012
H  -1.72629  2.51940  0.26099
C  2.33035  -1.09640  0.22370
C  3.12715  0.04079  0.82336
O  3.32246  1.10741  -0.12700
C  2.30763  1.94307  -0.27670
O  1.25743  1.91056  0.29034
C  2.68078  3.03653  -1.29235
F  3.25693  2.51369  -2.37945
F  3.54052  3.89991  -0.73629
F  1.59774  3.70796  -1.67124
H  2.80571  -1.45701  -0.68904
H  2.26284  -1.91754  0.92939
H  1.31952  -0.77937  -0.03150
H  4.12826  -0.29140  1.08934
H  2.65563  0.43353  1.72343
C  -1.44102  -6.34859  3.59143
C  -0.38335  -5.33366  3.96535
O  0.74929  -5.40540  3.07589
C  0.61307  -4.78880  1.91246
O  -0.33876  -4.18000  1.52702
C  1.91290  -4.92775  1.10284
F  2.37292  -6.18165  1.12507
F  2.85903  -4.12661  1.62124
F  1.71966  -4.57530  -0.16293
H  -1.01462  -7.35169  3.56461
H  -2.24959  -6.33178  4.32113
H  -1.86048  -6.13718  2.60867
H  0.01749  -5.54309  4.95442
H  -0.78082  -4.31966  3.97172

Results of the natural (NBO) charge analysis, in e, for atoms 1 through 6: O -0.690; C 0.448; C -0.016; N -0.357; C 0.157; C -0.232